A structure of composition C43H50N9TeY. Source: OMol25; level of theory: ωB97M-V/def2-TZVPD.

Values from the calculation:
Total charge: -2
ΔE to the lowest compared entry with this formula, charge and spin: 0.0 kcal/mol
Energy: -67148.0730 eV

```
104
C43H50N9TeY | OMol25 | ωB97M-V/def2-TZVPD
Y -0.520 -0.404 -0.175
C 6.593 -0.673 2.377
C 5.089 -0.623 2.325
C 4.337 0.083 3.251
C 2.954 0.130 3.189
C 2.207 -0.504 2.170
N 0.848 -0.430 1.999
C 0.121 0.239 2.961
C 0.354 1.559 3.397
C -0.450 2.174 4.342
C -1.545 1.523 4.905
C -2.445 2.209 5.900
C -1.822 0.240 4.453
C -1.018 -0.382 3.509
N -1.416 -1.655 3.017
C -1.851 -2.714 3.729
C -2.373 -3.620 2.840
C -2.229 -3.012 1.580
N -1.651 -1.828 1.696
C 2.990 -1.318 1.313
C 4.372 -1.351 1.384
N 2.373 -2.230 0.410
C 2.862 -2.597 -0.802
C 2.295 -3.797 -1.127
C 1.465 -4.094 -0.028
N 1.517 -3.161 0.903
H 6.983 0.092 3.051
H 6.956 -1.642 2.732
H 7.033 -0.502 1.392
H 4.840 0.623 4.049
H 2.439 0.687 3.956
H 1.173 2.105 2.948
H -0.230 3.195 4.640
H -1.900 2.969 6.462
H -3.284 2.705 5.404
H -2.863 1.497 6.613
H -2.702 -0.287 4.810
H -1.740 -2.734 4.801
H -2.794 -4.586 3.058
H -2.552 -3.343 0.604
H 4.896 -2.008 0.696
H 3.505 -1.943 -1.368
H 2.374 -4.315 -2.066
H 0.803 -4.936 0.104
C -4.186 0.269 0.274
C -3.443 0.806 1.486
N -2.142 1.392 1.158
C -2.192 2.663 0.440
C -2.382 2.505 -1.066
N -1.595 1.413 -1.646
C -2.345 0.684 -2.679
C -3.549 -0.036 -2.059
N -3.336 -0.455 -0.671
H -4.960 -0.422 0.635
H -4.714 1.093 -0.219
H -4.083 1.540 2.005
H -3.259 -0.012 2.178
H -1.660 1.563 2.034
H -2.999 3.309 0.822
H -1.252 3.178 0.639
H -3.431 2.307 -1.270
H -2.153 3.460 -1.553
H -0.735 1.776 -2.052
H -2.689 1.359 -3.478
H -1.640 -0.032 -3.102
H -4.436 0.608 -2.133
H -3.785 -0.917 -2.660
H -3.760 -1.458 -0.625
C -2.413 -2.829 -3.673
Te -1.040 -2.997 -1.996
C -5.056 -2.724 -0.496
H -3.436 -2.928 -3.311
H -2.180 -3.627 -4.378
H -2.268 -1.868 -4.161
H -5.053 -3.609 -1.152
H -6.022 -2.212 -0.668
H -5.129 -3.108 0.539
C 0.225 -1.326 -2.166
C 1.184 -1.363 -3.225
C 1.383 -2.365 -4.213
C 2.401 -2.288 -5.152
C 3.279 -1.210 -5.199
C 3.089 -0.186 -4.264
C 2.084 -0.258 -3.325
H 0.723 -3.225 -4.224
H 2.506 -3.094 -5.873
H 4.065 -1.156 -5.943
H 3.734 0.689 -4.276
H 1.949 0.548 -2.616
C 1.213 1.756 -0.050
C 1.628 2.689 -1.027
C 0.853 3.824 -1.413
C 1.268 4.712 -2.375
C 2.496 4.549 -3.028
C 3.294 3.451 -2.659
C 2.882 2.564 -1.701
C 2.934 5.488 -4.005
N 3.287 6.260 -4.788
H 0.504 2.135 0.684
H 2.010 1.161 0.381
H -0.085 4.011 -0.906
H 0.644 5.562 -2.628
H 4.254 3.311 -3.143
H 3.521 1.730 -1.436
```

A structure of composition C43H51Br2N6OS4Si2Tl. Source: OMol25; level of theory: ωB97M-V/def2-TZVPD.

Values from the calculation:
Total charge: -2
ΔE to the lowest compared entry with this formula, charge and spin: 2.7 kcal/mol
Energy: -260282.3420 eV

```
110
C43H51Br2N6OS4Si2Tl | OMol25 | ωB97M-V/def2-TZVPD
Tl 1.124 -0.132 -1.345
C 5.654 0.574 -0.462
C 5.227 -0.332 0.689
S 3.558 -0.021 1.322
C 3.864 1.404 2.416
C 3.492 2.760 1.825
S 1.725 2.756 1.400
C 1.623 4.195 0.279
C 1.178 3.802 -1.146
S 2.501 3.951 -2.389
C 3.637 2.713 -1.664
C 4.340 1.804 -2.671
S 4.695 0.167 -1.953
H 6.714 0.427 -0.684
H 5.493 1.620 -0.206
H 5.931 -0.253 1.519
H 5.209 -1.372 0.358
H 4.917 1.382 2.705
H 3.261 1.222 3.308
H 4.079 2.972 0.930
H 3.672 3.548 2.559
H 2.606 4.665 0.267
H 0.918 4.897 0.723
H 0.363 4.434 -1.500
H 0.832 2.771 -1.167
H 3.016 2.102 -1.011
H 4.369 3.255 -1.071
H 5.254 2.247 -3.067
H 3.671 1.574 -3.503
Br -7.096 1.612 7.263
C -6.316 2.449 5.714
C -6.012 1.691 4.589
C -5.451 2.283 3.469
C -5.185 3.706 3.411
C -5.511 4.433 4.617
C -6.055 3.824 5.726
N -4.791 4.389 2.348
N -4.415 3.718 1.201
C -3.425 2.883 1.223
C -2.560 2.608 2.358
C -1.578 1.661 2.276
C -1.316 0.899 1.113
O -0.362 -0.175 1.111
C -2.003 1.192 -0.065
N -1.683 0.533 -1.221
C -2.339 0.836 -2.332
C -3.327 1.802 -2.419
C -3.668 2.487 -1.243
C -3.039 2.204 -0.048
H -6.206 0.624 4.596
H -5.225 1.676 2.602
H -5.321 5.502 4.620
H -6.279 4.403 6.614
H -2.706 3.160 3.274
H -0.966 1.488 3.158
H -2.065 0.262 -3.224
H -3.812 2.009 -3.366
H -4.448 3.241 -1.224
C -2.077 -1.661 2.854
Si -0.297 -1.282 2.352
C 0.720 -0.519 3.751
C 0.484 -3.009 2.182
C 0.217 -3.703 3.381
C 0.693 -4.982 3.617
C 1.456 -5.612 2.638
C 1.725 -4.944 1.455
C 1.265 -3.639 1.188
Si 1.780 -2.879 -0.522
C 1.071 -4.248 -1.673
C 3.654 -3.378 -0.519
H -2.275 -1.449 3.910
H -2.314 -2.715 2.668
H -2.767 -1.039 2.276
H 0.188 -0.559 4.709
H 0.934 0.532 3.530
H 1.672 -1.051 3.864
H -0.386 -3.224 4.154
H 0.461 -5.483 4.550
H 1.836 -6.616 2.802
H 2.325 -5.451 0.700
H 1.529 -5.226 -1.473
H 1.248 -4.003 -2.732
H -0.015 -4.348 -1.538
H 3.797 -4.439 -0.776
H 4.090 -3.215 0.476
H 4.230 -2.787 -1.247
N -4.384 -3.999 -2.971
C -3.251 -3.229 -2.733
C -2.275 -3.050 -3.711
C -1.155 -2.297 -3.406
N -0.941 -1.730 -2.221
C -1.875 -1.918 -1.282
C -3.027 -2.649 -1.485
H -4.659 -4.080 -3.934
H -5.153 -3.824 -2.348
H -2.392 -3.490 -4.697
H -0.380 -2.146 -4.155
H -1.687 -1.443 -0.320
H -3.755 -2.752 -0.687
Br 3.696 -2.411 -5.062
C 2.594 -0.905 -5.432
C 2.706 -0.311 -6.687
C 1.824 0.701 -6.992
C 0.870 1.051 -6.058
C 0.869 0.398 -4.837
N 1.738 -0.559 -4.508
H 3.455 -0.648 -7.389
H 1.876 1.203 -7.951
H 0.138 1.822 -6.261
H 0.162 0.661 -4.054
```

Orbital gap? In order: 4.267 3.059 eV.